# 1
A cluster of 2 separate species, C2H10NOS2 in total. Source: the Open Molecules 2025 dataset; level of theory: ωB97M-V/def2-TZVPD.

Each line ends with the natural charge from an NBO analysis.
Positions of all 16 atoms, in Å:
H  -2.027  -0.663  -1.197  0.44
H  0.367  -1.964  -0.468  0.23
S  0.622  0.937  3.599  -0.08
O  0.626  1.504  -1.414  -0.98
S  0.126  -0.599  2.470  0.11
H  -1.180  -1.894  0.342  0.23
C  0.087  -0.101  0.704  -0.58
H  -0.948  -1.407  -2.183  0.43
H  -0.551  0.766  0.535  0.22
H  1.065  0.244  0.380  0.25
C  -0.385  -1.273  -0.090  -0.21
H  2.005  1.016  3.552  0.14
H  0.646  2.293  -0.858  0.51
N  -1.023  -0.743  -1.408  -0.70
H  1.096  1.783  -2.220  0.50
H  -0.526  0.101  -1.744  0.47

Output
Total charge: +1
E_LUMO in eV: -3.538
HOMO in hartree: -0.4551
Energy relative to the best compared isomer or geometry (same formula, charge and spin) in kcal per mole: 17.42
Total energy in a.u.: -1008.31089

=====

# 2
An isolated molecule of C15H19NO4S. Source: the Open Molecules 2025 dataset; level of theory: ωB97M-V/def2-TZVPD.

Each line ends with the natural charge from an NBO analysis.
Positions of all 40 atoms, in Å:
C  4.033  -0.259  2.114  -0.16
O  -2.417  1.045  1.052  -0.48
C  -2.266  -3.451  -1.663  -0.64
H  -0.154  1.400  3.412  0.23
H  -3.447  2.932  1.091  0.22
O  -0.649  -1.604  -1.398  -0.52
H  -4.290  0.860  -0.799  0.21
O  1.353  -1.443  -2.558  -0.58
H  1.848  0.705  -1.388  0.23
C  5.553  -0.545  2.078  -0.63
H  5.858  -1.422  2.640  0.22
O  -1.255  2.916  0.528  -0.59
C  1.673  0.514  2.445  -0.23
C  -4.053  1.847  -0.573  -0.64
S  3.055  0.143  3.523  0.39
H  -2.696  -3.532  -0.646  0.21
C  1.977  0.219  1.113  0.09
C  -1.299  1.744  0.862  0.75
H  -1.159  1.130  -1.610  0.21
H  0.065  1.173  -2.833  0.22
H  -0.278  -3.709  -1.072  0.20
C  3.309  -0.286  0.911  -0.29
C  -0.812  -3.029  -1.761  -0.08
C  -3.651  1.908  0.836  -0.08
C  -0.061  1.230  1.209  0.03
H  -4.406  1.438  1.531  0.20
H  5.787  -0.793  1.039  0.22
H  -2.544  -4.397  -2.057  0.23
H  0.212  2.407  -1.493  0.25
C  -0.078  1.361  -1.798  -0.62
C  0.544  -1.028  -1.742  0.79
H  -2.907  -2.728  -2.052  0.21
C  0.382  1.083  2.493  -0.26
H  3.560  -0.601  -0.094  0.23
H  -3.201  2.115  -1.224  0.22
C  0.844  0.364  -1.132  -0.12
N  0.904  0.637  0.345  -0.31
H  6.180  0.372  2.371  0.22
H  -4.924  2.434  -0.880  0.23
H  -0.591  -3.151  -2.818  0.20

Output
Total charge: 0
SMILES: CCOC(=O)c1cc2sc(C)cc2n1[C@H](C)C(=O)OCC
E_LUMO in eV: 0.752
HOMO in hartree: -0.2787
Energy relative to the best compared isomer or geometry (same formula, charge and spin) in kcal per mole: 54.48
Total energy in a.u.: -1336.81789

=====

# 3
A cluster of 11 separate species, C5H33N2O11 in total. Source: the Open Molecules 2025 dataset; level of theory: ωB97M-V/def2-TZVPD.

Each line ends with the natural charge from an NBO analysis.
Positions of all 51 atoms, in Å:
O  -4.635  0.610  1.809  -0.97
H  0.157  -1.918  -0.487  0.47
O  -0.674  2.144  2.778  -0.97
C  2.136  2.264  -1.179  -0.05
H  0.956  -2.104  -1.884  0.48
H  -5.542  0.920  1.827  0.50
O  -3.465  -1.794  0.947  -0.97
O  -1.081  -3.057  0.479  -0.98
C  0.253  -0.220  -1.648  -0.31
O  -1.177  1.063  -0.223  -0.68
H  3.943  2.860  -0.120  0.23
H  2.536  3.807  0.293  0.22
H  -4.140  -1.346  0.418  0.52
H  -0.805  -2.989  1.409  0.49
N  0.802  1.957  -0.616  -0.57
H  2.412  2.796  -3.182  0.22
O  0.892  -4.140  -0.539  -0.97
H  -0.769  1.905  1.851  0.48
H  1.578  -4.730  -0.222  0.48
H  2.792  2.187  0.975  0.21
H  -3.662  -1.647  1.859  0.47
C  -0.031  0.904  -0.678  0.65
O  3.275  -0.846  0.767  -0.97
H  -3.278  0.082  -1.100  0.47
H  0.104  -4.660  -0.534  0.49
H  2.846  -0.029  1.033  0.49
C  2.876  2.797  0.076  -0.61
H  2.686  1.421  -1.573  0.21
O  -4.202  0.342  -1.003  -0.95
H  1.010  0.117  -2.362  0.23
C  2.045  3.315  -2.294  -0.64
H  3.798  -1.117  1.509  0.49
H  -4.109  0.926  -0.237  0.48
H  1.747  -1.468  -0.591  0.47
H  0.356  2.694  -0.121  0.41
H  -1.404  2.713  3.033  0.49
H  -0.622  -0.441  -2.247  0.26
H  -4.380  0.154  2.607  0.47
H  1.017  0.706  2.592  0.47
H  -1.843  -2.469  0.613  0.50
H  -1.617  -0.477  1.989  0.49
H  0.424  -2.762  -4.214  0.50
O  1.055  -2.182  -3.775  -0.97
O  -1.198  -0.916  2.744  -0.96
H  -1.827  -0.710  3.445  0.48
H  2.864  4.026  -2.151  0.23
H  1.144  3.904  -2.416  0.24
N  0.855  -1.444  -1.093  -0.73
O  1.396  -0.175  2.660  -0.99
H  1.903  -2.327  -4.197  0.50
H  0.606  -0.644  2.971  0.50

Output
Total charge: +1
E_LUMO in eV: -2.510
HOMO in hartree: -0.4775
Energy relative to the best compared isomer or geometry (same formula, charge and spin) in kcal per mole: 38.71
Total energy in a.u.: -1147.25385

=====

# 4
A cluster of 2 separate species, C36H35Si in total. Source: the Open Molecules 2025 dataset; level of theory: ωB97M-V/def2-TZVPD.

Each line ends with the Mulliken charge.
Positions of all 72 atoms, in Å:
H  -4.500  -2.335  1.654  0.34
C  2.712  2.997  -5.479  1.11
H  -2.833  -7.198  -0.422  0.39
H  1.400  5.401  4.010  0.34
H  -0.343  -0.497  -1.615  0.13
C  2.711  -1.804  2.660  -0.45
C  -2.925  -4.025  4.785  -0.70
C  -0.871  -3.944  -1.241  -0.01
C  2.169  4.542  -0.239  -0.46
C  -0.197  4.396  0.303  -0.57
H  -1.540  -7.020  -2.549  0.37
C  -0.363  0.219  -0.792  -0.93
H  -4.924  -4.010  5.604  0.37
H  -0.499  -0.737  3.064  0.49
H  -1.201  4.060  0.041  0.38
H  3.722  -1.584  3.002  0.38
C  -2.679  -3.050  2.577  0.13
C  -2.260  -1.063  0.243  -0.75
H  0.940  1.972  -6.151  0.41
H  0.387  1.009  -0.789  0.29
H  1.793  -0.233  3.842  0.39
C  -4.057  -2.797  2.537  -0.43
C  2.489  -2.844  1.753  -0.69
H  -1.295  0.746  1.053  0.33
C  -1.602  -4.040  -0.049  0.20
H  2.996  4.756  -2.590  0.52
C  0.339  -1.332  2.696  0.06
C  1.194  -3.124  1.307  -0.32
C  -4.295  -3.748  4.753  -0.43
H  4.307  4.118  -4.571  0.33
H  -2.526  -1.411  -0.769  0.46
H  -1.047  -3.892  3.722  0.37
H  3.008  3.217  -7.597  0.33
C  3.462  2.707  -6.738  -1.41
C  0.690  2.776  -4.172  -0.71
C  -4.861  -3.137  3.629  -0.70
H  3.395  5.527  1.235  0.33
C  3.282  3.756  -4.448  -0.91
H  0.888  6.935  3.320  0.36
H  -3.179  -0.782  0.783  0.45
C  2.562  4.063  -3.305  -0.44
H  -0.761  5.129  2.245  0.41
C  0.492  3.611  -1.898  -0.15
C  -1.555  -6.186  -1.847  -0.50
C  1.636  -1.047  3.135  -0.88
H  3.026  4.271  -0.850  0.52
C  2.390  5.193  0.963  -1.00
C  -2.117  -3.677  3.697  -0.08
C  1.339  5.424  1.862  1.16
H  -2.478  -4.509  5.654  0.39
H  -0.313  -3.032  -1.466  0.37
H  -2.862  -5.297  1.178  0.32
C  1.573  6.092  3.177  -1.42
H  3.453  1.636  -6.967  0.36
H  3.323  -3.443  1.384  0.39
C  1.396  2.533  -5.332  -0.71
C  0.847  4.191  -0.652  0.85
C  -2.302  -5.217  0.245  -0.43
C  1.263  3.506  -3.084  0.70
Si  -1.612  -2.588  1.120  0.50
C  -2.280  -6.287  -0.655  -0.67
C  0.049  4.987  1.526  -0.79
H  -0.331  2.412  -4.057  0.37
H  -0.556  3.310  -1.993  0.32
C  -1.255  0.060  0.202  0.06
H  -5.930  -2.922  3.594  0.38
C  0.118  -2.358  1.769  0.35
H  4.499  3.038  -6.657  0.37
C  -0.848  -5.015  -2.140  -0.72
H  1.023  -3.939  0.604  0.43
H  2.598  6.462  3.248  0.38
H  -0.274  -4.927  -3.063  0.39

Output
Total charge: +1
E_LUMO in eV: -5.516
HOMO in hartree: -0.3925
Energy relative to the best compared isomer or geometry (same formula, charge and spin) in kcal per mole: 5.29
Total energy in a.u.: -1682.05638